Here is a structure of composition C51H45CdN5O4S3Te from the Open Molecules 2025 dataset. Energies are from the ωB97M-V functional and the def2-TZVPD basis.

Atoms and positions in Å:
Cd (-1.24, -1.77, 1.39)
C (-2.53, -5.68, 1.03)
C (-1.62, -6.18, 0.10)
C (-1.55, -5.63, -1.17)
C (-2.39, -4.58, -1.51)
C (-3.31, -4.09, -0.59)
C (-3.37, -4.64, 0.69)
H (-2.57, -6.11, 2.02)
H (-0.95, -6.99, 0.38)
H (-0.84, -6.01, -1.89)
H (-2.33, -4.13, -2.49)
H (-3.95, -3.25, -0.83)
H (-4.07, -4.23, 1.41)
O (-2.44, 3.52, 6.07)
C (-2.46, 3.25, 4.86)
O (-2.40, 3.99, 3.84)
C (-2.44, 1.77, 4.48)
C (-1.41, 0.94, 4.91)
C (-1.22, -0.27, 4.28)
N (-2.00, -0.70, 3.28)
C (-3.07, 0.04, 2.95)
C (-3.33, 1.26, 3.55)
C (-3.90, -0.40, 1.74)
O (-4.97, 0.16, 1.53)
O (-3.37, -1.32, 1.00)
H (-0.72, 1.28, 5.68)
H (-0.37, -0.89, 4.52)
H (-4.16, 1.85, 3.18)
N (0.77, -0.55, 1.66)
S (1.82, 0.12, 0.93)
N (1.43, 1.39, -0.08)
S (1.11, 1.41, -1.58)
N (0.25, 0.38, -2.32)
S (-1.09, -0.28, -1.56)
N (-0.80, -1.46, -0.77)
C (-2.11, -0.62, -2.98)
C (-1.65, -0.61, -4.28)
C (-2.51, -1.02, -5.29)
C (-3.80, -1.42, -4.98)
C (-4.24, -1.42, -3.67)
C (-3.40, -1.02, -2.65)
C (-1.86, 1.21, -0.90)
C (-2.53, 2.07, -1.76)
C (-3.03, 3.27, -1.27)
C (-2.84, 3.61, 0.07)
C (-2.15, 2.76, 0.92)
C (-1.67, 1.54, 0.43)
C (0.43, 3.04, -1.81)
C (0.13, 3.39, -3.12)
C (-0.44, 4.63, -3.36)
C (-0.70, 5.49, -2.30)
C (-0.41, 5.12, -1.00)
C (0.17, 3.88, -0.75)
C (2.60, 1.45, -2.54)
C (2.85, 0.49, -3.51)
C (4.05, 0.54, -4.20)
C (4.97, 1.54, -3.92)
C (4.70, 2.49, -2.95)
C (3.51, 2.45, -2.25)
C (2.86, -0.90, -0.11)
C (4.16, -0.53, -0.44)
C (4.91, -1.36, -1.26)
C (4.35, -2.54, -1.74)
C (3.04, -2.89, -1.41)
C (2.29, -2.07, -0.58)
C (2.98, 0.96, 1.98)
C (3.96, 0.20, 2.61)
C (4.75, 0.78, 3.58)
C (4.55, 2.11, 3.94)
C (3.56, 2.86, 3.32)
C (2.77, 2.29, 2.34)
H (-0.64, -0.29, -4.50)
H (-2.17, -1.03, -6.32)
H (-4.47, -1.73, -5.78)
H (-5.26, -1.72, -3.43)
H (-3.72, -1.02, -1.61)
H (-2.67, 1.83, -2.80)
H (-3.57, 3.93, -1.93)
H (-3.24, 4.54, 0.46)
H (-2.01, 3.03, 1.96)
H (-1.11, 0.90, 1.10)
H (0.32, 2.70, -3.93)
H (-0.68, 4.92, -4.38)
H (-1.16, 6.46, -2.49)
H (-0.64, 5.78, -0.18)
H (0.38, 3.56, 0.26)
H (2.12, -0.29, -3.69)
H (4.26, -0.20, -4.96)
H (5.90, 1.58, -4.47)
H (5.43, 3.27, -2.74)
H (3.29, 3.18, -1.48)
H (4.59, 0.39, -0.06)
H (5.92, -1.10, -1.52)
H (4.93, -3.19, -2.38)
H (2.61, -3.80, -1.80)
H (1.26, -2.30, -0.34)
H (4.09, -0.84, 2.35)
H (5.52, 0.20, 4.07)
H (5.17, 2.56, 4.70)
H (3.39, 3.89, 3.61)
H (1.97, 2.86, 1.87)
C (-1.30, -4.09, 4.29)
Te (0.04, -4.08, 2.64)
C (1.61, -3.01, 3.62)
H (-0.72, -3.85, 5.18)
H (-1.73, -5.09, 4.39)
H (-2.07, -3.34, 4.15)
H (1.64, -3.34, 4.66)
H (1.43, -1.95, 3.54)
H (2.54, -3.28, 3.13)

The value obtained for the HOMO energy is -0.26411 Ha. The HOMO-LUMO gap comes out at 6.76 eV.

***

Here is the molecule C4H6N2S from the Open Molecules 2025 dataset. Energies are from the ωB97M-V functional and the def2-TZVPD basis.

Atoms and positions in Å:
C (-2.57, -0.64, -0.25)
C (0.27, -0.63, 0.31)
C (0.10, 0.73, 0.99)
C (-1.49, 0.26, -1.04)
N (-3.20, -1.29, 0.42)
N (-0.30, -0.55, -1.03)
S (-1.17, 1.76, 0.10)
H (1.31, -0.97, 0.17)
H (-0.14, -1.49, 0.85)
H (-0.22, 0.45, 1.89)
H (1.03, 1.21, 0.99)
H (-1.82, 0.46, -2.16)
H (0.39, -0.06, -1.59)

The value obtained for the HOMO energy is -0.34376 Ha. The SMILES is N#C[C@@H]1NCCS1. The HOMO-LUMO gap comes out at 9.95 eV.

***

Here is the ion C11H20N3 with charge +1 from the Open Molecules 2025 dataset. Energies are from the ωB97M-V functional and the def2-TZVPD basis.

Atoms and positions in Å:
C (-2.69, 0.16, 0.46)
N (-1.39, -0.52, 0.55)
C (-1.34, -1.55, 1.57)
C (-0.28, 0.37, 0.36)
C (1.05, -0.10, 0.90)
C (1.58, -1.35, 0.58)
C (2.90, -1.65, 0.94)
C (3.68, -0.69, 1.59)
C (3.14, 0.56, 1.93)
C (1.82, 0.85, 1.59)
H (-3.47, -0.56, 0.71)
H (-2.74, 1.01, 1.17)
H (-2.85, 0.53, -0.56)
H (-2.36, -1.71, 1.95)
H (-1.00, -2.51, 1.13)
H (-0.68, -1.28, 2.40)
H (-0.56, 1.34, 0.81)
H (0.95, -2.10, 0.08)
H (3.31, -2.64, 0.72)
H (4.71, -0.92, 1.88)
H (3.74, 1.30, 2.47)
H (1.35, 1.81, 1.85)
C (-0.35, 2.06, -1.50)
N (-0.06, 0.68, -1.07)
N (-0.63, -0.32, -1.95)
C (-1.45, 0.10, -3.06)
H (0.12, 2.74, -0.78)
H (0.06, 2.23, -2.50)
H (-1.43, 2.20, -1.47)
H (0.93, 0.49, -1.27)
H (-1.06, -1.05, -1.39)
H (-1.64, -0.82, -3.62)
H (-2.43, 0.52, -2.76)
H (-0.92, 0.81, -3.71)

The value obtained for the HOMO energy is -0.46599 Ha. The SMILES is CN[N@@H+](C)[C@H](c1ccccc1)N(C)C. The HOMO-LUMO gap comes out at 10.28 eV. As for the total charge: +1.

***

Here is the molecule C6H6O from the Open Molecules 2025 dataset. Energies are from the ωB97M-V functional and the def2-TZVPD basis.

Atoms and positions in Å:
C (2.33, -0.19, 1.08)
C (1.72, -0.24, 0.04)
C (0.51, -0.12, -0.71)
C (-0.09, 1.07, -0.53)
C (-1.38, 0.80, 0.13)
O (-1.73, -0.53, -0.23)
C (-0.56, -1.21, -0.68)
H (3.06, -0.26, 1.85)
H (0.42, 2.01, -0.34)
H (-1.07, 0.85, 1.17)
H (-2.20, 1.48, -0.07)
H (-0.72, -1.61, -1.69)
H (-0.29, -2.05, -0.02)

The value obtained for the HOMO energy is -0.31970 Ha. The SMILES is C#CC1=CCOC1. The HOMO-LUMO gap comes out at 9.23 eV.

***

Here is a structure of composition C22H31FeGeN3SeSi from the Open Molecules 2025 dataset. Energies are from the ωB97M-V functional and the def2-TZVPD basis.

Atoms and positions in Å:
Fe (12.10, 12.04, 5.29)
C (13.09, 16.00, 6.83)
C (14.41, 16.16, 6.44)
C (15.06, 15.19, 5.70)
C (14.36, 13.98, 5.46)
N (13.00, 13.85, 5.72)
C (12.41, 14.90, 6.36)
C (14.96, 12.75, 5.01)
C (16.34, 12.60, 4.77)
C (16.81, 11.31, 4.56)
C (15.94, 10.25, 4.51)
C (14.59, 10.52, 4.84)
N (14.09, 11.75, 4.99)
C (13.66, 9.52, 5.21)
C (14.04, 8.20, 5.42)
C (13.13, 7.31, 5.98)
C (11.95, 7.82, 6.52)
C (11.64, 9.17, 6.29)
N (12.41, 10.00, 5.57)
H (12.66, 16.82, 7.37)
H (14.96, 17.08, 6.68)
H (16.10, 15.24, 5.46)
H (11.36, 14.75, 6.64)
H (17.02, 13.45, 4.81)
H (17.87, 11.14, 4.33)
H (16.17, 9.22, 4.29)
H (15.02, 7.93, 5.11)
H (13.44, 6.28, 6.13)
H (11.27, 7.19, 7.07)
H (10.72, 9.60, 6.64)
C (9.06, 15.15, 4.74)
Si (8.38, 13.42, 5.17)
C (8.34, 13.44, 7.06)
C (6.67, 12.98, 4.42)
Se (9.63, 11.64, 4.09)
H (8.14, 15.82, 4.47)
H (9.67, 15.17, 3.84)
H (9.53, 15.68, 5.57)
H (7.72, 14.25, 7.45)
H (9.35, 13.61, 7.46)
H (7.91, 12.49, 7.52)
H (5.86, 13.32, 5.12)
H (6.63, 11.89, 4.35)
H (6.53, 13.43, 3.43)
C (5.38, 9.03, 4.80)
Ge (7.34, 8.72, 4.74)
C (7.74, 7.62, 6.34)
C (7.76, 7.63, 3.22)
C (8.84, 9.94, 5.06)
H (4.93, 8.04, 4.46)
H (5.03, 9.84, 4.16)
H (5.11, 9.21, 5.87)
H (8.01, 6.63, 5.93)
H (6.84, 7.40, 6.92)
H (8.58, 7.98, 6.92)
H (6.90, 6.99, 2.91)
H (8.64, 7.02, 3.49)
H (8.01, 8.22, 2.34)
H (8.77, 10.27, 6.12)
H (9.69, 9.27, 4.98)

The spin multiplicity is 6. The value obtained for the HOMO energy (spin up / spin down) is -0.28525 / -0.40728 Ha. The HOMO-LUMO gap (spin up / spin down) comes out at 4.52 / 7.82 eV. As for the total charge: +1. As for the expectation value of S²: 8.794.

***

Here is a cluster of 2 separate species, C5H16N2O in total from the Open Molecules 2025 dataset. Energies are from the ωB97M-V functional and the def2-TZVPD basis.

Atoms and positions in Å:
N (-2.18, -0.56, 0.80)
C (1.50, -1.62, 0.88)
C (0.08, -1.34, 1.47)
C (-0.75, -0.53, 0.48)
C (-0.34, 0.99, 0.50)
N (0.66, 1.27, -0.51)
C (0.68, 2.56, -1.13)
H (-2.37, -0.96, 1.71)
H (-2.70, -1.08, 0.10)
H (2.26, -1.08, 1.47)
H (1.78, -2.65, 1.03)
H (1.57, -1.39, -0.18)
H (-0.36, -2.27, 1.79)
H (0.23, -0.74, 2.37)
H (-0.75, -1.00, -0.50)
H (-1.23, 1.56, 0.26)
H (0.06, 1.28, 1.47)
H (1.56, 0.86, -0.25)
H (1.51, 2.62, -1.84)
H (-0.28, 2.82, -1.58)
H (1.06, 3.26, -0.38)
H (-0.02, -0.46, -2.96)
H (-1.15, -0.53, -2.13)
O (-0.81, -1.03, -2.89)

The spin multiplicity is 2. The value obtained for the HOMO energy (spin up / spin down) is -0.50471 / -0.49446 Ha. The HOMO-LUMO gap (spin up / spin down) comes out at 10.58 / 5.48 eV. As for the total charge: +1. As for the expectation value of S²: 0.755.

***

Here is a structure of composition C30H68Hg2N6O10 from the Open Molecules 2025 dataset. Energies are from the ωB97M-V functional and the def2-TZVPD basis.

Atoms and positions in Å:
Hg (-19.04, 1.88, -8.47)
Hg (-21.84, -5.60, -12.23)
C (-21.36, -1.67, -9.83)
C (-20.59, -0.49, -9.65)
C (-19.95, 0.17, -10.91)
O (-19.21, 1.17, -10.71)
C (-20.12, -0.45, -12.16)
C (-20.95, -1.56, -12.31)
C (-21.52, -2.23, -11.08)
O (-21.93, -3.44, -11.12)
O (-21.05, -2.06, -13.46)
O (-20.50, 0.11, -8.56)
H (-21.70, -2.20, -8.95)
H (-19.66, 0.02, -13.01)
C (-22.03, -5.45, -7.80)
C (-23.33, -4.72, -7.57)
C (-23.22, -3.54, -6.59)
O (-22.96, -4.12, -5.34)
C (-22.98, -3.18, -4.29)
N (-23.89, -4.31, -8.88)
H (-21.33, -4.86, -8.39)
H (-22.21, -6.49, -8.09)
H (-21.50, -5.63, -6.85)
H (-24.10, -5.42, -7.21)
H (-24.15, -2.96, -6.60)
H (-22.37, -2.94, -6.95)
H (-22.28, -2.34, -4.31)
H (-22.78, -3.72, -3.36)
H (-24.00, -2.77, -4.22)
H (-23.25, -3.69, -9.37)
H (-24.79, -3.89, -8.73)
C (-21.98, 3.55, -10.03)
C (-21.00, 4.23, -9.08)
C (-21.24, 3.93, -7.56)
O (-20.99, 2.56, -7.38)
C (-21.41, 2.12, -6.10)
N (-19.60, 3.93, -9.48)
H (-23.02, 3.78, -9.81)
H (-22.00, 2.47, -9.87)
H (-21.66, 3.71, -11.06)
H (-21.14, 5.29, -9.29)
H (-22.29, 4.19, -7.42)
H (-20.72, 4.65, -6.91)
H (-21.16, 1.07, -5.94)
H (-22.50, 2.11, -6.01)
H (-20.92, 2.69, -5.30)
H (-19.02, 4.61, -8.98)
H (-19.42, 4.00, -10.49)
C (-26.23, -6.23, -11.30)
C (-24.91, -5.78, -11.93)
C (-24.95, -4.36, -12.47)
O (-23.77, -4.29, -13.26)
C (-23.81, -3.30, -14.31)
N (-23.77, -6.19, -11.05)
H (-26.97, -5.95, -12.05)
H (-26.36, -5.59, -10.42)
H (-26.27, -7.24, -10.89)
H (-24.75, -6.42, -12.81)
H (-25.03, -3.60, -11.68)
H (-25.90, -4.27, -13.00)
H (-24.67, -3.49, -14.95)
H (-22.90, -3.47, -14.89)
H (-23.76, -2.28, -13.92)
H (-24.07, -7.13, -10.79)
H (-23.83, -5.63, -10.17)
C (-18.05, -4.09, -14.27)
C (-19.01, -4.94, -13.41)
C (-18.85, -4.67, -11.93)
O (-19.74, -5.50, -11.19)
C (-19.10, -6.11, -10.06)
N (-20.42, -4.68, -13.79)
H (-18.07, -3.06, -13.91)
H (-18.41, -4.07, -15.30)
H (-17.05, -4.49, -14.19)
H (-18.72, -5.98, -13.61)
H (-19.05, -3.59, -11.80)
H (-17.83, -4.75, -11.57)
H (-19.83, -6.71, -9.52)
H (-18.73, -5.33, -9.40)
H (-18.22, -6.69, -10.35)
H (-20.71, -5.22, -14.61)
H (-20.50, -3.68, -13.97)
C (-17.38, 3.32, -13.96)
C (-17.83, 3.84, -12.58)
C (-17.64, 5.34, -12.40)
O (-16.22, 5.53, -12.35)
C (-15.77, 6.86, -12.05)
N (-19.23, 3.44, -12.41)
H (-17.87, 3.78, -14.82)
H (-17.21, 2.25, -13.91)
H (-16.37, 3.73, -14.15)
H (-17.21, 3.41, -11.80)
H (-18.15, 5.71, -11.51)
H (-17.95, 5.89, -13.30)
H (-15.37, 7.30, -12.96)
H (-15.02, 6.66, -11.29)
H (-16.45, 7.55, -11.54)
H (-19.23, 2.44, -12.24)
H (-19.77, 3.54, -13.26)
C (-14.90, 0.46, -9.83)
C (-16.34, 0.59, -9.32)
C (-16.50, -0.12, -7.99)
O (-17.90, -0.21, -7.75)
C (-18.23, -1.07, -6.67)
N (-16.68, 2.04, -9.28)
H (-14.63, 1.08, -10.69)
H (-14.74, -0.54, -10.23)
H (-14.15, 0.50, -9.04)
H (-16.98, 0.08, -10.04)
H (-15.97, 0.36, -7.16)
H (-16.01, -1.10, -8.13)
H (-17.55, -0.96, -5.82)
H (-18.19, -2.11, -7.00)
H (-19.17, -0.74, -6.24)
H (-16.09, 2.47, -8.56)
H (-16.28, 2.37, -10.15)

The value obtained for the HOMO energy is -0.44205 Ha. The HOMO-LUMO gap comes out at 6.74 eV. As for the total charge: +2.

***

Here is a structure of composition C23H15ClIrN2O5STe from the Open Molecules 2025 dataset. Energies are from the ωB97M-V functional and the def2-TZVPD basis.

Atoms and positions in Å:
Ir (1.12, -0.21, 1.41)
Cl (7.39, 2.11, -1.48)
C (6.06, 1.33, -0.67)
C (6.33, 0.23, 0.17)
C (5.32, -0.41, 0.83)
C (3.96, 0.02, 0.70)
O (3.08, -0.64, 1.34)
C (3.70, 1.14, -0.17)
C (2.42, 1.66, -0.43)
N (1.29, 1.27, 0.11)
C (0.04, 1.86, -0.23)
C (-0.19, 2.85, -1.15)
C (-1.50, 3.34, -1.37)
C (-2.56, 2.84, -0.67)
C (-2.37, 1.81, 0.28)
C (-3.41, 1.23, 1.04)
C (-3.12, 0.23, 1.92)
C (-1.80, -0.23, 2.04)
N (-0.82, 0.30, 1.35)
C (-1.07, 1.33, 0.48)
C (4.79, 1.77, -0.84)
H (7.35, -0.11, 0.29)
H (5.51, -1.25, 1.47)
H (2.39, 2.47, -1.15)
H (0.62, 3.29, -1.72)
H (-1.65, 4.12, -2.10)
H (-3.57, 3.21, -0.85)
H (-4.43, 1.57, 0.90)
H (-3.90, -0.24, 2.50)
H (-1.52, -1.04, 2.70)
H (4.59, 2.61, -1.49)
O (0.86, -0.98, 3.21)
O (0.71, -1.96, 2.26)
Te (2.03, -4.18, 0.39)
O (-5.47, -2.17, 0.16)
C (-4.65, -1.42, -0.62)
O (-5.09, -0.44, -1.15)
C (-3.23, -1.87, -0.76)
C (-2.67, -2.94, -0.06)
C (-1.33, -3.23, -0.17)
C (-0.52, -2.46, -0.98)
S (1.22, -2.69, -1.22)
C (-1.07, -1.40, -1.70)
C (-2.41, -1.11, -1.59)
H (-5.02, -2.95, 0.48)
H (-3.26, -3.56, 0.60)
H (-0.90, -4.05, 0.40)
H (-0.43, -0.79, -2.34)
H (-2.85, -0.27, -2.12)

The spin multiplicity is 2. The value obtained for the HOMO energy (spin up / spin down) is -0.28339 / -0.28492 Ha. The HOMO-LUMO gap (spin up / spin down) comes out at 6.47 / 6.14 eV. As for the expectation value of S²: 0.755.

***

Here is the molecule C24H34N4O3S from the Open Molecules 2025 dataset. Energies are from the ωB97M-V functional and the def2-TZVPD basis.

Atoms and positions in Å:
C (-6.45, -4.77, -0.60)
C (-6.25, -3.42, 0.06)
H (-6.92, -2.66, -0.37)
H (-6.44, -3.46, 1.14)
O (-4.90, -3.01, -0.15)
C (-4.48, -1.95, 0.56)
O (-5.19, -1.35, 1.33)
C (-3.07, -1.61, 0.30)
C (-2.48, -0.60, 1.06)
C (-1.16, -0.26, 0.85)
C (-0.39, -0.91, -0.13)
C (-0.99, -1.92, -0.88)
C (-2.31, -2.27, -0.66)
H (-2.76, -3.05, -1.25)
H (-0.42, -2.44, -1.64)
N (0.92, -0.47, -0.27)
C (2.02, -1.11, -0.74)
N (3.21, -0.58, -0.35)
C (3.37, 0.33, 0.76)
H (4.19, -0.04, 1.38)
C (3.70, 1.76, 0.32)
C (2.77, 2.29, -0.77)
N (1.37, 2.37, -0.38)
C (1.13, 3.46, 0.55)
H (1.71, 3.29, 1.46)
C (-0.35, 3.57, 0.91)
N (-1.12, 3.78, -0.29)
C (-0.94, 2.67, -1.19)
C (0.54, 2.57, -1.57)
H (0.68, 1.72, -2.24)
H (0.83, 3.49, -2.09)
H (-1.52, 2.85, -2.10)
H (-1.26, 1.71, -0.75)
C (-2.50, 4.16, -0.06)
C (-3.39, 3.12, 0.63)
H (-3.03, 2.90, 1.63)
H (-3.43, 2.19, 0.07)
H (-4.40, 3.51, 0.72)
H (-2.49, 5.08, 0.53)
H (-2.93, 4.39, -1.04)
H (-0.49, 4.42, 1.58)
H (-0.65, 2.65, 1.45)
H (1.45, 4.42, 0.11)
H (3.14, 3.28, -1.10)
H (2.83, 1.61, -1.63)
H (3.67, 2.41, 1.20)
H (4.71, 1.80, -0.08)
H (2.47, 0.32, 1.38)
C (4.46, -1.11, -0.89)
C (5.02, -2.19, -0.02)
C (4.83, -3.54, 0.00)
C (5.61, -4.03, 1.07)
C (6.21, -2.95, 1.63)
O (5.86, -1.83, 0.98)
H (6.88, -2.85, 2.46)
H (5.70, -5.06, 1.38)
H (4.21, -4.10, -0.67)
H (5.17, -0.29, -0.97)
H (4.25, -1.52, -1.88)
S (1.98, -2.43, -1.74)
H (1.06, 0.50, 0.03)
H (-0.70, 0.51, 1.45)
H (-3.07, -0.10, 1.81)
H (-6.24, -4.70, -1.67)
H (-7.47, -5.09, -0.46)
H (-5.78, -5.50, -0.16)

The value obtained for the HOMO energy is -0.29228 Ha. The SMILES is CCOC(=O)c1ccc(NC(=S)N(CCCN2CCN(CC)CC2)Cc2ccco2)cc1. The HOMO-LUMO gap comes out at 8.55 eV.

***

Here is the molecule ClH3N2O2S from the Open Molecules 2025 dataset. Energies are from the ωB97M-V functional and the def2-TZVPD basis.

Atoms and positions in Å:
N (-1.17, 0.09, 0.96)
N (-1.04, -0.10, -0.40)
O (1.39, -1.16, 0.10)
O (1.58, 0.02, -2.06)
S (0.96, -0.06, -0.79)
Cl (1.15, 1.76, 0.29)
H (-0.58, -0.52, 1.44)
H (-1.04, 1.09, 1.13)
H (-1.25, -1.12, -0.66)

The spin multiplicity is 3. The value obtained for the HOMO energy (spin up / spin down) is -0.26939 / -0.40969 Ha. The HOMO-LUMO gap (spin up / spin down) comes out at 7.86 / 7.55 eV. As for the expectation value of S²: 2.011.